DFT (wB97M-V/def2-TZVPD) results for a structure of composition C29H47GeN3O2PtSi4Te.

Geometry as XYZ:
```
88
Properties=species:S:1:pos:R:3:forces:R:3:mulliken_charge:R:1
Pt -1.0000 0.2339 -0.1372 -0.3 0.3 -0.6 0.7211
O -0.7152 -0.8568 6.6367 0.0 0.1 0.0 -0.7546
C -1.0461 0.2307 6.1207 0.1 0.0 0.1 0.4856
O -1.4494 1.2811 6.6589 0.0 0.0 0.0 -0.7562
C -0.9496 0.2728 4.5759 0.2 -0.5 0.0 -0.5363
C -1.3230 1.3988 3.8798 -0.1 0.3 -0.4 -0.7426
C -1.2938 1.4049 2.4731 0.1 -0.7 0.7 0.3930
N -0.9067 0.2745 1.8454 -0.2 0.2 -0.5 -0.1989
C -0.4994 -0.8297 2.4993 0.2 -0.3 -0.3 0.5914
C -0.5060 -0.8675 3.8707 -0.2 0.5 0.2 -0.5763
C -0.1464 -1.9169 1.5684 -0.1 0.1 0.1 0.2428
C 0.3977 -3.1266 1.9797 0.0 0.0 -0.1 -0.6848
C 0.6938 -4.0947 1.0428 0.0 0.0 0.1 -0.4515
C 0.4121 -3.8503 -0.2951 0.0 0.1 -0.1 -0.8083
C -0.1398 -2.6376 -0.6463 0.0 -0.1 -0.1 -0.1701
N -0.3937 -1.6793 0.2483 0.2 0.2 0.0 0.0046
C -1.6186 2.4635 1.5666 -0.2 0.5 -0.9 0.5384
C -1.9638 3.7689 1.9590 0.1 -0.4 0.2 -0.7635
C -2.1946 4.7431 1.0288 0.0 0.1 -0.6 -0.3533
C -2.0750 4.4178 -0.3445 -0.1 0.1 0.6 -0.7704
C -1.7297 3.1393 -0.6887 0.0 0.0 -0.2 0.2370
N -1.5224 2.1573 0.2073 -0.1 -0.1 0.7 0.1157
H -1.6468 2.2549 4.4574 0.0 0.0 0.0 0.5129
H -0.2161 -1.7343 4.4470 0.0 0.0 0.0 0.5582
H 0.6030 -3.2759 3.0298 0.0 0.0 0.0 0.3588
H 1.1434 -5.0302 1.3504 0.0 0.0 0.0 0.4102
H 0.6342 -4.5755 -1.0655 0.0 0.0 0.0 0.4037
H -0.3882 -2.3852 -1.6659 0.0 0.1 -0.1 0.6362
H -2.0248 3.9850 3.0177 0.0 0.0 0.0 0.3172
H -2.4474 5.7490 1.3389 0.0 0.0 0.0 0.4053
H -2.2346 5.1540 -1.1198 0.0 0.0 0.0 0.3778
H -1.6041 2.8422 -1.7215 0.1 -0.1 0.0 0.2025
C -0.7303 -0.1249 -5.2678 0.0 0.1 -0.1 -1.3606
Ge 0.1542 0.0765 -3.5022 -0.3 -0.2 0.3 0.6553
C 1.2033 1.7446 -3.5910 0.1 0.0 -0.1 -1.1737
C 1.4398 -1.4129 -3.3933 0.1 0.1 -0.1 -0.9902
C -1.1742 0.2522 -2.1267 0.1 -0.2 0.7 -1.3055
H 0.0060 -0.0934 -6.0754 0.0 0.0 0.0 0.3563
H -1.4469 0.6847 -5.4252 0.0 0.0 0.0 0.3435
H -1.2701 -1.0721 -5.3274 0.0 0.0 0.0 0.3755
H 1.9572 1.7039 -4.3816 0.0 0.0 0.0 0.3482
H 1.7022 1.8939 -2.6305 0.0 0.0 0.0 0.2149
H 0.5408 2.5935 -3.7754 0.0 0.0 0.0 0.3927
H 2.2472 -1.2257 -4.1063 0.0 0.0 -0.1 0.4303
H 0.9667 -2.3622 -3.6596 0.0 0.0 0.1 0.4703
H 1.8924 -1.4761 -2.4028 -0.1 0.0 0.1 -0.0868
H -2.0088 0.8426 -2.5298 0.1 0.2 0.1 0.4164
C 8.2106 1.7162 0.5862 0.0 0.0 0.0 -1.0077
Si 6.3330 1.8620 0.3486 0.0 0.0 0.0 0.2464
C 5.6237 2.6860 1.8850 0.0 0.0 0.0 -1.0357
C 6.0378 3.0145 -1.1194 0.0 0.0 0.0 -1.0754
Si 5.2881 -0.1908 -0.0204 0.0 -0.1 0.0 0.3623
Te 2.8547 -0.0616 0.2368 0.1 0.1 0.0 -0.5122
Si 5.8617 -0.9229 -2.1679 0.0 0.0 0.0 0.1060
C 5.3015 -2.7111 -2.4030 0.0 0.0 0.0 -0.9951
C 4.9984 0.1203 -3.4763 0.0 0.0 0.0 -0.4174
C 7.7247 -0.8554 -2.5397 0.0 0.0 0.0 -1.0491
Si 6.1626 -1.7350 1.5023 0.0 0.0 0.0 0.2097
C 5.0890 -3.2841 1.5411 0.0 0.0 0.0 -0.7800
C 7.9391 -2.2828 1.1121 0.0 0.0 0.0 -1.0585
C 6.1729 -1.0006 3.2412 0.0 0.0 0.0 -1.1032
H 8.6698 2.7040 0.6969 0.0 0.0 0.0 0.3690
H 8.6795 1.2152 -0.2652 0.0 0.0 0.0 0.2641
H 8.4455 1.1339 1.4812 0.0 0.0 0.0 0.2276
H 6.0243 3.6966 2.0149 0.0 0.0 0.0 0.3403
H 5.8474 2.1074 2.7847 0.0 0.0 0.0 0.2555
H 4.5361 2.7446 1.8013 0.0 0.0 0.0 0.2717
H 6.3856 4.0302 -0.9063 0.0 0.0 0.0 0.3777
H 4.9700 3.0550 -1.3489 0.0 0.0 0.0 0.2665
H 6.5572 2.6571 -2.0125 0.0 0.0 0.0 0.2352
H 4.2442 -2.7963 -2.1405 0.0 0.0 0.0 0.1953
H 5.8619 -3.3965 -1.7611 0.0 0.0 0.0 0.2639
H 5.4284 -3.0322 -3.4419 0.0 0.0 0.0 0.3800
H 3.9364 0.1898 -3.2348 0.0 0.0 0.0 -0.3513
H 5.1054 -0.3194 -4.4734 0.0 0.0 0.0 0.3937
H 5.3883 1.1402 -3.5053 0.0 0.0 0.0 0.3056
H 8.2970 -1.4255 -1.8040 0.0 0.0 0.0 0.2460
H 8.0869 0.1764 -2.5094 0.0 0.0 0.0 0.2293
H 7.9459 -1.2593 -3.5331 0.0 0.0 0.0 0.3737
H 5.1283 -3.8164 0.5871 0.0 0.0 0.0 0.2287
H 4.0478 -2.9990 1.7120 0.0 0.0 0.0 0.0208
H 5.4061 -3.9686 2.3345 0.0 0.0 0.0 0.3695
H 7.9777 -2.8148 0.1576 0.0 0.0 0.0 0.2354
H 8.3268 -2.9533 1.8862 0.0 0.0 0.0 0.3776
H 8.6104 -1.4231 1.0390 0.0 0.0 0.0 0.2805
H 5.1809 -0.6155 3.4897 0.0 0.0 0.0 0.3044
H 6.8813 -0.1708 3.3187 0.0 0.0 0.0 0.2468
H 6.4468 -1.7532 3.9871 0.0 0.0 0.0 0.3705
```
Positions in Å, forces in eV/Å.

2S+1: 1
LUMO energy (alpha / beta) in eV: 3.82 / 3.82
Orbital gap (alpha / beta) in eV: 4.2385 / 4.2452
Total charge: -2


DFT (wB97M-V/def2-TZVPD) results for a cluster of 4 separate species, C29H48BrF4N5O9PS in total.

Geometry as XYZ:
```
98
Properties=species:S:1:pos:R:3:forces:R:3:mulliken_charge:R:1
C -2.8151 1.1203 1.4273 1.4 0.3 -0.7 -1.3534
C -1.8411 0.0750 0.8076 -1.9 -1.0 0.2 -0.6786
N -0.4477 0.2508 1.1941 -1.2 0.5 0.9 -0.2618
N 0.6257 0.1109 0.3133 0.6 -0.3 -0.1 2.0703
C 0.4035 -1.2477 -0.3270 0.4 -1.9 -0.6 -0.5480
C 0.0650 -2.4594 0.5669 -0.1 -0.7 0.1 -1.3078
C 1.1186 -3.5952 0.5955 -0.6 -0.6 0.2 -1.2538
C 1.3421 -4.2156 -0.8009 0.2 0.7 0.5 -0.2512
C 1.8074 -5.6892 -0.7915 -0.4 0.1 -0.7 -0.8405
O 0.8649 -6.4311 -1.5982 0.1 0.4 0.2 -0.3983
C 1.2078 -6.4355 -2.9257 -2.2 0.9 -1.0 0.7191
C 0.2248 -5.7582 -3.8777 -0.8 -0.5 1.1 -0.8020
O 2.1746 -6.9500 -3.3399 2.4 -1.1 -0.2 -0.5112
C 1.9104 0.2657 1.1313 3.6 0.1 0.5 0.7583
S 3.3131 -0.9274 0.7530 -0.4 -0.8 -0.1 -0.2723
C 1.9558 0.1348 2.6846 -1.7 -0.3 -0.1 -2.8267
C 1.3488 -1.0879 3.3981 -0.6 -0.1 1.2 0.9581
C -0.0749 -0.8830 3.9745 0.1 0.0 -0.3 -1.3186
F 2.1420 -1.2610 4.5509 0.4 0.1 -0.3 -0.4662
C 2.5879 1.6641 0.6975 -1.2 -0.4 0.2 -1.3554
P 3.7479 2.5168 1.8367 2.1 1.1 1.4 0.7194
O 4.3646 3.7108 1.2819 -0.7 0.3 -1.4 -0.8267
O 4.9789 1.5044 2.1913 -1.7 -0.5 -0.1 -0.5810
O 3.1138 2.8602 3.2662 0.1 -1.2 -0.3 -0.4486
C 1.5403 2.4989 -0.1663 2.4 -2.7 0.2 2.2381
C 2.3835 3.2402 -1.2501 -0.6 0.8 0.5 -1.2532
C 2.9010 4.6728 -1.0350 0.2 0.4 0.6 -0.0696
O 3.5343 5.0883 -1.9403 1.0 0.5 -2.1 -0.5648
O 2.6882 5.4762 0.0143 -1.4 -0.7 0.4 -0.3603
C 0.6446 3.4753 0.5862 -1.1 -0.1 0.7 -0.1701
F 1.2332 3.9875 1.6378 0.8 0.3 0.5 -0.1950
F 0.1918 4.4491 -0.1821 0.1 0.4 -0.8 -0.3190
F -0.4886 2.9226 1.1008 -0.1 -0.6 -0.1 -0.0462
C 0.8177 1.1832 -0.7559 -1.6 3.1 -2.8 -0.6805
Br 1.8535 0.5583 -2.3634 0.4 -0.4 1.0 0.0950
C -0.4601 1.7176 -1.4938 -1.1 -0.6 -0.1 -0.4668
C -1.0277 0.9710 -2.7333 -1.6 0.7 -0.2 -1.3297
C -2.5900 1.2272 -2.8489 0.4 -0.5 -0.3 -0.2200
C -3.3071 -0.1119 -2.7512 0.8 0.4 -1.1 0.1434
O -4.0160 -0.3918 -1.8555 -1.3 -0.3 1.6 -0.4695
O -3.0892 -1.0660 -3.7443 0.5 0.6 0.1 -0.5213
H -3.8126 0.6971 1.5340 0.2 0.0 0.0 0.5015
H -2.8298 1.9809 0.7454 -0.3 0.0 0.4 0.2049
H -2.4111 1.4808 2.3821 -0.4 -0.2 0.0 0.2602
H -2.2014 -0.8939 1.1953 0.4 0.1 -0.2 0.5612
H -2.0678 0.0365 -0.2632 0.6 0.0 0.2 0.0321
H -0.3795 0.9443 1.9249 0.8 0.2 -0.5 0.2982
H 1.2737 -1.5940 -0.8864 0.2 0.8 0.2 1.0115
H -0.3606 -1.1732 -1.1028 -0.1 0.7 0.4 0.3209
H -0.2789 -2.2572 1.5828 0.2 0.5 -0.2 0.2881
H -0.7975 -2.9548 0.0933 0.0 0.4 0.1 0.4281
H 2.0363 -3.3465 1.1344 0.0 0.1 -0.3 0.2935
H 0.6370 -4.3863 1.1950 0.1 0.2 0.0 0.5327
H 0.3753 -4.1691 -1.3235 0.2 -0.2 0.1 0.2994
H 2.0325 -3.5824 -1.3826 0.0 -0.3 0.0 0.3087
H 1.7806 -6.1404 0.2027 0.1 0.1 -0.1 0.4311
H 2.7910 -5.7865 -1.2640 0.0 -0.1 0.5 0.3801
H 0.2791 -6.2066 -4.8712 0.3 0.1 0.2 0.3632
H 0.4421 -4.6828 -3.9384 0.0 -0.2 0.0 0.1372
H -0.8130 -5.8838 -3.5095 1.0 0.2 -0.2 0.4336
H 3.4665 -0.9285 -0.5955 -0.4 0.3 0.3 0.2357
H 1.4779 1.0242 3.1191 0.4 -0.1 0.1 0.7911
H 3.0160 0.0842 2.9583 -0.2 0.4 -0.2 1.0772
H 1.4547 -2.0394 2.8703 -0.1 0.3 -0.3 -0.0674
H -0.4052 0.1576 3.8715 -0.1 -0.3 0.0 0.2742
H -0.0661 -1.0759 5.0514 0.2 -0.1 -0.2 0.5047
H -0.8015 -1.5748 3.5345 0.0 0.3 0.0 0.2750
H 3.3065 1.2934 -0.0378 -0.1 0.7 -0.1 1.2982
H 5.3480 1.1486 1.3681 0.2 0.0 0.3 0.3403
H 3.5532 2.3729 3.9834 -0.2 0.1 0.0 0.3588
H 1.8375 3.3328 -2.1967 -0.1 0.0 0.3 0.6787
H 3.2974 2.7136 -1.5223 -0.2 -0.2 0.3 0.5824
H 2.7077 6.3803 -0.3370 0.5 -0.1 0.1 0.3755
H -1.3153 1.8775 -0.8273 0.6 -0.2 0.3 -0.4296
H -0.2645 2.7324 -1.8595 0.4 -0.2 0.2 0.6872
H -0.6329 1.3991 -3.6562 0.4 -0.4 0.2 0.5545
H -0.9189 -0.1150 -2.7566 0.6 0.2 0.1 0.4043
H -2.8258 1.7217 -3.7963 0.0 -0.2 0.1 0.7240
H -2.9780 1.8644 -2.0506 0.1 -0.1 -0.1 0.1037
H -2.2797 -1.5476 -3.5163 -0.2 -0.1 -0.3 0.4061
C -4.9099 -4.0573 -3.9632 -0.4 0.2 0.0 -0.7322
C -3.6666 -4.8139 -3.9110 0.0 0.0 0.0 0.3483
N -2.6860 -5.4115 -3.8738 -0.9 0.3 0.0 -0.4235
H -5.1236 -3.7208 -4.9771 0.1 -0.1 0.0 0.2717
H -5.7527 -4.6627 -3.6308 0.1 -0.1 0.0 0.3263
H -4.8629 -3.1745 -3.3257 0.2 0.0 0.0 0.0921
C 2.2285 4.9864 6.6547 0.2 0.4 0.1 -0.8631
C 1.5823 3.7171 6.3519 0.0 0.0 0.0 0.4285
N 1.0724 2.7165 6.1126 0.1 0.0 -0.1 -0.3955
H 3.0331 5.1973 5.9505 -0.1 -0.1 -0.1 0.2554
H 1.5194 5.8118 6.6029 -0.1 -0.1 0.0 0.2849
H 2.6575 4.9813 7.6562 -0.1 -0.1 0.0 0.3205
C -5.9971 2.8165 -1.3058 -0.2 -0.2 0.3 -0.7052
C -5.3316 3.3411 -2.4910 -0.1 0.0 0.0 0.4888
N -4.8074 3.7542 -3.4254 0.1 -0.1 0.1 -0.4479
H -6.9420 3.3280 -1.1257 0.1 0.1 -0.1 0.3508
H -6.2107 1.7529 -1.4118 0.1 0.0 -0.1 0.2349
H -5.3790 2.9428 -0.4168 0.1 0.1 -0.1 0.1702
```
Positions in Å, forces in eV/Å.

2S+1: 1
LUMO energy in eV: -3.40
Orbital gap in eV: 8.4633
Total charge: +1


Question: Among the records above, which one has the highest total charge?
Answer: C29H48BrF4N5O9PS


Question: Look up the total charge of the first one.
Answer: -2


Question: Look up the 2S+1 of the first one.
Answer: 1